Record 1
{
  "formula": "C5H16N3",
  "method": "ωB97M-V with the def2-TZVPD basis set",
  "species": ["N", "N", "N", "C", "C", "C", "C", "C", "H", "H", "H", "H", "H", "H", "H", "H", "H", "H", "H", "H", "H", "H", "H", "H"],
  "coordinates": [[-2.134, -3.317, -1.529], [0.595, -1.553, 0.254], [1.290, 2.619, 2.391], [-0.026, 1.336, -1.121], [-1.237, -2.407, -1.051], [-0.260, -2.650, -0.159], [0.415, 1.271, 0.361], [0.532, 2.647, 1.045], [-0.196, -3.566, 0.413], [-2.522, -3.205, -2.483], [1.606, -1.704, 0.143], [-0.460, 3.056, 1.229], [0.443, -0.707, -0.333], [-0.319, 0.717, 1.021], [0.997, 3.352, 0.314], [-1.339, -1.384, -1.430], [-1.972, -4.299, -1.300], [-1.016, 1.735, -1.202], [1.042, 3.491, 2.858], [1.382, 0.724, 0.465], [0.618, 1.948, -1.758], [-0.111, 0.274, -1.517], [2.264, 2.828, 2.181], [0.408, -1.207, 1.207]],
  "mulliken_charge": [-0.454, -0.154, -0.656, -1.031, 0.008, -0.360, -0.217, -0.720, 0.381, 0.265, 0.391, 0.375, -0.193, 0.174, 0.366, 0.265, 0.241, 0.310, 0.282, 0.416, 0.342, 0.239, 0.243, 0.486],
  "total_charge": 1,
  "e_tot_ev": -9907.2442,
  "homo_ev": -12.85,
  "lumo_energy_ev": -3.00,
  "fmax_ev_per_a": 2.04,
  "e_above_lowest_kcal_mol": 57.0,
  "spin_multiplicity": 1
}

=====

Record 2
{
  "formula": "C5H16N7",
  "method": "ωB97M-V with the def2-TZVPD basis set",
  "species": ["N", "N", "N", "N", "N", "N", "N", "C", "C", "C", "C", "C", "H", "H", "H", "H", "H", "H", "H", "H", "H", "H", "H", "H", "H", "H", "H", "H"],
  "coordinates": [[-2.121, -1.493, -0.150], [-2.665, 0.601, 1.325], [0.877, 0.599, 0.563], [0.415, -1.677, 0.554], [3.959, -0.884, -0.395], [2.191, 0.609, 1.096], [-1.344, -0.453, -2.050], [0.375, 1.929, 0.186], [0.197, -0.415, 0.269], [-0.926, 2.061, -0.061], [-2.040, 0.974, 0.006], [-1.483, -0.356, -0.625], [4.586, -0.923, 0.414], [-2.075, -0.997, -2.445], [-1.448, 3.047, -0.228], [-2.698, -1.506, 0.677], [-3.394, 1.237, 1.448], [-1.967, 0.738, 2.114], [1.330, -1.899, 0.840], [-0.349, -2.292, 0.279], [2.429, 1.557, 1.288], [-0.894, 0.168, -2.700], [-2.096, -2.350, -0.682], [3.536, -1.814, -0.434], [4.475, -0.851, -1.188], [-2.827, 1.339, -0.732], [1.008, 2.777, 0.169], [2.947, 0.275, 0.463]],
  "mulliken_charge": [-0.645, -0.632, 0.521, -0.196, -0.833, -0.987, -0.493, -0.250, 0.286, -0.726, -0.113, 0.526, 0.277, 0.214, 0.324, 0.199, 0.273, 0.254, 0.236, 0.300, 0.266, 0.190, 0.312, 0.224, 0.202, 0.434, 0.386, 0.450],
  "total_charge": 1,
  "e_tot_ev": -15866.9512,
  "homo_ev": -12.48,
  "lumo_energy_ev": -2.56,
  "fmax_ev_per_a": 5.15,
  "e_above_lowest_kcal_mol": 0.0,
  "spin_multiplicity": 1
}

=====

Record 3
{
  "formula": "C5H16NO",
  "method": "ωB97M-V with the def2-TZVPD basis set",
  "species": ["O", "N", "C", "C", "C", "C", "C", "H", "H", "H", "H", "H", "H", "H", "H", "H", "H", "H", "H", "H", "H", "H", "H"],
  "coordinates": [[1.534, -0.072, -2.761], [0.184, 1.203, 1.909], [0.358, 1.951, -0.407], [0.119, 0.684, 0.350], [-1.301, -1.490, 0.418], [0.058, -2.161, 0.395], [-1.207, 0.001, 0.008], [-1.945, 0.501, 0.718], [-1.899, -1.613, 1.430], [-0.276, 2.192, 1.893], [0.016, -2.991, -0.270], [-0.405, 2.537, -0.813], [-1.665, 0.228, -0.932], [0.956, 2.588, 0.204], [1.624, 0.214, -3.648], [0.789, -1.678, -0.105], [0.912, 1.577, -1.303], [0.362, -2.534, 1.363], [-0.224, 0.532, 2.512], [1.613, -1.041, -2.945], [1.090, 0.014, 0.297], [1.145, 1.359, 2.074], [-1.839, -2.002, -0.387]],
  "mulliken_charge": [-0.581, -0.411, -1.606, 0.541, -0.215, -1.340, -0.875, 0.256, 0.344, 0.378, 0.429, 0.370, 0.496, 0.508, 0.285, 0.417, 0.215, 0.257, 0.303, 0.298, 0.350, 0.335, 0.245],
  "total_charge": 1,
  "e_tot_ev": -8974.1477,
  "homo_ev": -14.90,
  "lumo_energy_ev": -3.29,
  "fmax_ev_per_a": 4.14,
  "e_above_lowest_kcal_mol": 54.6,
  "spin_multiplicity": 1
}

=====

Record 4
{
  "formula": "C5H16NO",
  "method": "ωB97M-V with the def2-TZVPD basis set",
  "species": ["O", "N", "C", "C", "C", "C", "C", "H", "H", "H", "H", "H", "H", "H", "H", "H", "H", "H", "H", "H", "H", "H", "H"],
  "coordinates": [[1.009, 2.202, 2.481], [-0.082, -2.062, -0.136], [-0.647, -0.685, 0.241], [-1.206, -0.741, 1.661], [0.921, 0.530, -1.397], [-0.177, 0.461, -2.489], [0.368, 0.392, 0.023], [-1.858, 0.115, 1.759], [0.423, 2.970, 2.497], [1.431, 1.485, -1.479], [-0.260, -0.527, -2.944], [-0.427, -0.704, 2.411], [-1.500, -0.632, -0.435], [1.633, -0.277, -1.595], [1.868, 2.601, 2.660], [-0.829, -2.738, -0.290], [-1.124, 0.921, -2.204], [1.180, 0.396, 0.759], [0.174, 1.080, -3.324], [-1.881, -1.591, 1.772], [0.535, -2.500, 0.565], [-0.067, 1.310, 0.429], [0.517, -2.007, -0.966]],
  "mulliken_charge": [-0.616, -0.271, 0.440, -1.547, -0.647, -1.146, -0.792, 0.378, 0.311, 0.393, 0.299, 0.376, 0.205, 0.362, 0.313, 0.386, 0.332, 0.331, 0.379, 0.465, 0.379, 0.363, 0.308],
  "total_charge": 1,
  "e_tot_ev": -8975.7803,
  "homo_ev": -14.73,
  "lumo_energy_ev": -3.37,
  "fmax_ev_per_a": 1.43,
  "e_above_lowest_kcal_mol": 16.9,
  "spin_multiplicity": 1
}

=====

Record 5
{
  "formula": "C5H16NO2",
  "method": "ωB97M-V with the def2-TZVPD basis set",
  "species": ["O", "O", "N", "C", "C", "C", "C", "C", "H", "H", "H", "H", "H", "H", "H", "H", "H", "H", "H", "H", "H", "H", "H", "H"],
  "coordinates": [[1.991, 1.481, -0.604], [0.909, -2.221, -3.585], [0.529, 0.246, 1.312], [-0.451, -0.665, 0.497], [-1.705, 0.877, 1.936], [-0.057, -0.764, -0.943], [-0.281, 1.382, 1.914], [-1.861, -0.060, 0.753], [0.824, -1.367, -1.126], [0.094, 1.549, 2.911], [-1.889, 0.334, 2.843], [-0.409, -1.603, 1.001], [1.232, 0.653, 0.655], [-2.165, 0.421, -0.171], [-2.387, 1.682, 1.888], [0.156, 0.127, -1.538], [0.953, -1.865, -4.476], [-2.574, -0.878, 0.869], [0.953, -0.384, 1.980], [-0.876, -1.254, -1.465], [2.241, 0.816, -1.263], [0.680, -3.152, -3.654], [-0.138, 2.214, 1.232], [2.715, 2.121, -0.657]],
  "mulliken_charge": [-0.653, -0.603, -0.043, 0.387, -0.667, -1.846, -0.535, -0.759, 0.509, 0.366, 0.315, 0.340, 0.304, 0.370, 0.383, 0.423, 0.302, 0.397, 0.404, 0.427, 0.314, 0.310, 0.274, 0.284],
  "total_charge": 1,
  "e_tot_ev": -11023.8335,
  "homo_ev": -14.45,
  "lumo_energy_ev": -2.76,
  "fmax_ev_per_a": 1.70,
  "e_above_lowest_kcal_mol": 1.1,
  "spin_multiplicity": 1
}

=====

Record 6
{
  "formula": "C5H16NS",
  "method": "ωB97M-V with the def2-TZVPD basis set",
  "species": ["S", "N", "C", "C", "C", "C", "C", "H", "H", "H", "H", "H", "H", "H", "H", "H", "H", "H", "H", "H", "H", "H", "H"],
  "coordinates": [[-1.376, -1.356, 2.966], [-0.186, -0.229, -1.493], [-0.360, -0.624, 1.688], [-1.697, -0.116, -1.490], [0.543, 0.579, -2.512], [0.879, 0.043, 2.193], [1.637, 0.723, 1.067], [1.986, 0.054, 0.269], [0.187, 0.372, -3.530], [0.078, -1.232, -1.482], [1.603, 0.310, -2.421], [-2.031, -0.765, -0.667], [-2.118, -0.442, -2.446], [-2.253, -1.778, 2.058], [-0.175, -1.287, 0.824], [-1.931, 0.921, -1.300], [1.529, -0.684, 2.716], [1.021, 1.549, 0.641], [0.412, 1.628, -2.246], [0.144, 0.127, -0.598], [0.599, 0.803, 2.951], [2.523, 1.218, 1.494], [-1.012, 0.184, 1.319]],
  "mulliken_charge": [-0.118, 0.057, -0.698, -0.734, -0.799, -0.306, -1.384, 0.348, 0.356, 0.451, 0.344, 0.269, 0.363, 0.110, 0.417, 0.382, 0.385, 0.337, 0.367, -0.245, 0.371, 0.391, 0.335],
  "total_charge": 1,
  "e_tot_ev": -17762.8199,
  "homo_ev": -12.23,
  "lumo_energy_ev": -3.31,
  "fmax_ev_per_a": 1.51,
  "e_above_lowest_kcal_mol": 26.4,
  "spin_multiplicity": 1
}

=====

Record 7
{
  "formula": "C5H16O2",
  "method": "ωB97M-V with the def2-TZVPD basis set",
  "species": ["O", "O", "C", "C", "C", "C", "C", "H", "H", "H", "H", "H", "H", "H", "H", "H", "H", "H", "H", "H", "H", "H", "H"],
  "coordinates": [[-0.574, -0.442, 3.425], [-3.024, 1.434, 1.448], [2.409, 0.842, -1.253], [-0.247, -1.896, -0.169], [0.323, -0.592, -0.847], [1.500, 0.037, -0.299], [-0.870, 0.323, -1.261], [2.873, 1.704, -0.597], [-1.341, 0.927, -0.401], [0.073, -0.665, 2.720], [0.412, -2.788, 0.181], [-2.723, 1.724, 0.560], [0.866, 0.690, 0.595], [-2.452, 1.996, 1.979], [2.137, -0.693, 0.327], [3.302, 0.247, -1.598], [1.855, 1.450, -2.049], [-0.795, -1.493, 0.792], [-1.365, -0.228, 2.899], [-0.438, 1.059, -1.875], [0.630, -0.965, -1.908], [-1.641, -0.175, -1.821], [-0.910, -2.496, -0.850]],
  "mulliken_charge": [-0.658, -0.640, -1.077, -1.226, 0.705, -0.225, -1.163, 0.301, -0.086, 0.334, 0.306, 0.309, 0.157, 0.333, 0.246, 0.300, 0.283, 0.131, 0.344, 0.428, 0.075, 0.461, 0.361],
  "total_charge": 0,
  "e_tot_ev": -9537.7277,
  "homo_ev": -10.48,
  "lumo_energy_ev": 0.66,
  "fmax_ev_per_a": 6.42,
  "e_above_lowest_kcal_mol": 48.5,
  "spin_multiplicity": 1,
  "smiles": "CCC(C)C.O.O"
}

=====

Record 8
{
  "formula": "C5H16O2",
  "method": "ωB97M-V with the def2-TZVPD basis set",
  "species": ["O", "O", "C", "C", "C", "C", "C", "H", "H", "H", "H", "H", "H", "H", "H", "H", "H", "H", "H", "H", "H", "H", "H"],
  "coordinates": [[-3.917, 0.492, 0.615], [1.341, 0.749, 2.790], [1.341, 0.410, -1.293], [2.533, -0.393, -0.684], [-0.643, -0.110, 0.277], [0.209, 0.930, -0.418], [-1.272, -1.205, -0.617], [1.397, -0.078, 2.171], [-0.465, 1.526, -0.934], [2.249, -1.266, -0.159], [-1.469, 0.330, 0.799], [-1.798, -1.964, 0.032], [-3.603, 0.178, -0.312], [0.596, 1.596, 0.310], [-0.604, -1.732, -1.240], [-0.111, -0.516, 1.221], [1.909, 0.557, 3.494], [-1.936, -0.783, -1.321], [3.140, -0.785, -1.484], [-4.803, 0.782, 0.467], [1.984, 1.167, -1.667], [3.053, 0.198, 0.044], [0.869, -0.081, -2.090]],
  "mulliken_charge": [-0.617, -0.595, -0.496, -1.318, 0.052, -0.737, -1.594, 0.311, 0.376, 0.366, 0.477, 0.354, 0.294, 0.410, 0.445, -0.099, 0.289, 0.346, 0.367, 0.307, 0.362, 0.329, 0.371],
  "total_charge": 0,
  "e_tot_ev": -9538.4521,
  "homo_ev": -10.77,
  "lumo_energy_ev": 0.80,
  "fmax_ev_per_a": 3.99,
  "e_above_lowest_kcal_mol": 31.8,
  "spin_multiplicity": 1,
  "smiles": "CCCCC.O.O"
}

=====

Copy entry 5 word for word.
{
  "formula": "C5H16NO2",
  "method": "ωB97M-V with the def2-TZVPD basis set",
  "species": ["O", "O", "N", "C", "C", "C", "C", "C", "H", "H", "H", "H", "H", "H", "H", "H", "H", "H", "H", "H", "H", "H", "H", "H"],
  "coordinates": [[1.991, 1.481, -0.604], [0.909, -2.221, -3.585], [0.529, 0.246, 1.312], [-0.451, -0.665, 0.497], [-1.705, 0.877, 1.936], [-0.057, -0.764, -0.943], [-0.281, 1.382, 1.914], [-1.861, -0.060, 0.753], [0.824, -1.367, -1.126], [0.094, 1.549, 2.911], [-1.889, 0.334, 2.843], [-0.409, -1.603, 1.001], [1.232, 0.653, 0.655], [-2.165, 0.421, -0.171], [-2.387, 1.682, 1.888], [0.156, 0.127, -1.538], [0.953, -1.865, -4.476], [-2.574, -0.878, 0.869], [0.953, -0.384, 1.980], [-0.876, -1.254, -1.465], [2.241, 0.816, -1.263], [0.680, -3.152, -3.654], [-0.138, 2.214, 1.232], [2.715, 2.121, -0.657]],
  "mulliken_charge": [-0.653, -0.603, -0.043, 0.387, -0.667, -1.846, -0.535, -0.759, 0.509, 0.366, 0.315, 0.340, 0.304, 0.370, 0.383, 0.423, 0.302, 0.397, 0.404, 0.427, 0.314, 0.310, 0.274, 0.284],
  "total_charge": 1,
  "e_tot_ev": -11023.8335,
  "homo_ev": -14.45,
  "lumo_energy_ev": -2.76,
  "fmax_ev_per_a": 1.70,
  "e_above_lowest_kcal_mol": 1.1,
  "spin_multiplicity": 1
}

=====

Repeat the sixth record exactly.
{
  "formula": "C5H16NS",
  "method": "ωB97M-V with the def2-TZVPD basis set",
  "species": ["S", "N", "C", "C", "C", "C", "C", "H", "H", "H", "H", "H", "H", "H", "H", "H", "H", "H", "H", "H", "H", "H", "H"],
  "coordinates": [[-1.376, -1.356, 2.966], [-0.186, -0.229, -1.493], [-0.360, -0.624, 1.688], [-1.697, -0.116, -1.490], [0.543, 0.579, -2.512], [0.879, 0.043, 2.193], [1.637, 0.723, 1.067], [1.986, 0.054, 0.269], [0.187, 0.372, -3.530], [0.078, -1.232, -1.482], [1.603, 0.310, -2.421], [-2.031, -0.765, -0.667], [-2.118, -0.442, -2.446], [-2.253, -1.778, 2.058], [-0.175, -1.287, 0.824], [-1.931, 0.921, -1.300], [1.529, -0.684, 2.716], [1.021, 1.549, 0.641], [0.412, 1.628, -2.246], [0.144, 0.127, -0.598], [0.599, 0.803, 2.951], [2.523, 1.218, 1.494], [-1.012, 0.184, 1.319]],
  "mulliken_charge": [-0.118, 0.057, -0.698, -0.734, -0.799, -0.306, -1.384, 0.348, 0.356, 0.451, 0.344, 0.269, 0.363, 0.110, 0.417, 0.382, 0.385, 0.337, 0.367, -0.245, 0.371, 0.391, 0.335],
  "total_charge": 1,
  "e_tot_ev": -17762.8199,
  "homo_ev": -12.23,
  "lumo_energy_ev": -3.31,
  "fmax_ev_per_a": 1.51,
  "e_above_lowest_kcal_mol": 26.4,
  "spin_multiplicity": 1
}